(1)
20
Properties=species:S:1:pos:R:3 method="wB97M-V/def2-TZVPD" total_charge=0 e_above_lowest_kcal_mol=253.4 lumo_ev=-4.09 homo_lumo_gap_ev=3.38 energy_ha=-327.91498 e_homo_ev=-7.470 multiplicity=1
C 0.296 -2.465 1.686
N -0.400 -1.158 1.214
C -1.814 -1.447 0.973
C 0.556 1.527 0.036
C 0.146 0.650 -1.106
C 0.432 1.027 -2.349
O 1.397 3.552 -1.490
H 0.481 -3.217 0.924
H -0.320 -2.972 2.454
H 1.263 -2.229 2.181
H -2.446 -1.399 1.948
H -2.326 -0.781 0.145
H -2.023 -2.515 0.647
H 1.374 0.940 0.606
H -0.370 1.582 0.637
H 0.951 2.472 -0.304
H -0.022 -0.317 -0.816
H 0.849 2.198 -2.264
H 0.970 0.280 -3.038
H 1.006 4.271 -2.084

---

(2)
81
Properties=species:S:1:pos:R:3 method="wB97M-V/def2-TZVPD" total_charge=+1 smiles="CCCNC(=O)[C@@H]1CCC[N@H+]1[C@@H](/C=C/N1[C@H](Cc2ccccc2)C(=O)N(C)C1(C)C)c1ccc(OC)cc1" e_above_lowest_kcal_mol=56.6 lumo_ev=-2.51 homo_lumo_gap_ev=8.00 energy_ha=-1651.49896 e_homo_ev=-10.507 multiplicity=1
C -2.885 -2.838 6.044
C -1.953 -3.289 4.927
C -2.036 -2.464 3.665
N -1.195 -2.890 2.552
C -0.248 -2.108 1.973
O 0.041 -0.983 2.398
C 0.544 -2.714 0.787
C 0.960 -4.100 1.151
C 2.459 -4.283 0.943
C 3.054 -2.915 0.595
N 1.886 -2.006 0.621
C 2.166 -0.715 -0.443
C 1.237 0.472 -0.460
C -0.138 0.520 -0.479
N -0.908 1.616 -0.776
C -2.362 1.408 -0.790
C -2.890 0.508 -1.909
C -4.368 0.287 -1.825
C -5.187 0.590 -2.911
C -6.571 0.474 -2.801
C -7.145 0.011 -1.606
C -6.312 -0.358 -0.533
C -4.923 -0.228 -0.653
C -2.924 2.854 -0.909
O -4.084 3.194 -0.873
N -1.836 3.684 -1.067
C -2.034 5.097 -1.323
C -0.521 3.039 -1.125
C 0.390 3.689 -0.102
C 0.008 3.145 -2.558
C 3.642 -0.162 -0.601
C 4.606 -1.054 -1.163
C 5.963 -0.668 -1.303
C 6.321 0.698 -1.316
O 7.623 0.966 -1.580
C 8.097 2.299 -1.863
C 5.307 1.634 -1.069
C 4.035 1.195 -0.678
H -2.715 -3.409 6.960
H -2.744 -1.786 6.303
H -3.940 -2.966 5.793
H -0.931 -3.249 5.302
H -2.161 -4.337 4.714
H -3.068 -2.461 3.313
H -1.753 -1.437 3.861
H -1.282 -3.859 2.280
H -0.037 -2.662 -0.150
H 0.764 -4.303 2.199
H 0.391 -4.819 0.581
H 2.937 -4.645 1.865
H 2.659 -5.021 0.150
H 3.715 -2.513 1.376
H 3.617 -2.984 -0.340
H 2.006 -1.233 1.273
H 1.940 -1.438 -1.310
H 1.739 1.310 -0.947
H -0.741 -0.380 -0.289
H -2.668 1.030 0.204
H -2.625 0.976 -2.859
H -2.343 -0.432 -1.836
H -4.728 0.949 -3.828
H -7.213 0.756 -3.640
H -8.236 -0.074 -1.511
H -6.754 -0.731 0.399
H -4.274 -0.512 0.180
H -3.107 5.309 -1.320
H -1.549 5.703 -0.550
H -1.617 5.380 -2.297
H -0.173 3.853 0.821
H 1.262 3.080 0.106
H 0.708 4.658 -0.490
H -0.779 2.867 -3.276
H 0.285 4.186 -2.753
H 0.881 2.502 -2.693
H 4.377 -2.079 -1.586
H 6.727 -1.433 -1.473
H 9.172 2.184 -2.025
H 7.640 2.706 -2.773
H 7.927 2.979 -1.018
H 5.535 2.688 -1.152
H 3.341 2.041 -0.502

---

(3)
20
Properties=species:S:1:pos:R:3 method="wB97M-V/def2-TZVPD" total_charge=+1 e_above_lowest_kcal_mol=0.0 lumo_ev="-4.73 / -8.02" s2=0.754 homo_lumo_gap_ev="6.62 / 3.33" energy_ha=-1010.99967 e_homo_ev="-11.348 / -11.347" multiplicity=2
C -1.152 -1.890 0.295
C -0.037 -1.897 -0.742
S -0.538 -2.990 -2.132
S 1.093 -2.875 -3.278
H -1.428 -2.903 0.572
H -2.034 -1.378 -0.075
H -0.775 -1.354 1.160
H 0.904 -2.302 -0.373
H 0.143 -0.929 -1.217
H 0.624 -3.753 -4.188
C -0.653 2.585 1.617
N 0.548 1.768 1.505
C 1.319 2.103 0.319
H -0.362 3.613 1.811
H -1.278 2.562 0.713
H -1.257 2.251 2.459
H 0.288 0.791 1.506
H 0.735 2.039 -0.607
H 2.175 1.435 0.235
H 1.685 3.123 0.419

---

(4)
59
Properties=species:S:1:pos:R:3 method="wB97M-V/def2-TZVPD" total_charge=0 e_above_lowest_kcal_mol=6.2 lumo_ev=-0.75 homo_lumo_gap_ev=7.31 energy_ha=-4313.27895 e_homo_ev=-8.062 multiplicity=1
Sn 2.708 -2.221 0.713
S 5.087 -1.794 0.043
C 5.435 -3.219 -0.746
N 5.699 -4.198 -1.282
C 2.283 -4.222 -0.362
C 1.913 -5.042 0.819
C 2.799 -5.964 1.370
C 2.479 -6.643 2.530
C 1.268 -6.409 3.162
C 0.370 -5.505 2.618
C 0.691 -4.828 1.460
H 1.440 -4.123 -1.050
H 3.137 -4.642 -0.892
H 3.748 -6.140 0.882
H 3.184 -7.345 2.954
H 1.018 -6.927 4.074
H -0.579 -5.322 3.103
H -0.013 -4.135 1.011
C -0.162 1.718 -3.358
C -0.266 2.667 -2.156
C 1.099 3.353 -2.022
C -1.308 3.747 -2.466
Si -0.745 1.729 -0.512
Br 0.509 -0.209 -0.662
C -2.567 1.036 -0.460
C -2.734 -0.124 0.526
C -2.973 0.506 -1.838
C -3.542 2.153 -0.082
C -0.177 2.630 1.128
C -0.760 1.936 2.364
C -0.683 4.077 1.130
C 1.346 2.641 1.305
H 0.114 2.288 -4.245
H -1.097 1.208 -3.569
H 0.610 0.969 -3.202
H 1.353 3.846 -2.960
H 1.883 2.628 -1.807
H 1.091 4.116 -1.248
H -0.996 4.321 -3.339
H -1.423 4.436 -1.631
H -2.278 3.309 -2.688
H -2.081 -0.954 0.275
H -3.757 -0.492 0.482
H -2.539 0.167 1.552
H -2.314 -0.295 -2.162
H -2.972 1.293 -2.585
H -3.984 0.105 -1.797
H -3.374 2.504 0.932
H -4.565 1.785 -0.135
H -3.454 2.999 -0.757
H -1.846 1.974 2.367
H -0.417 2.445 3.264
H -0.436 0.899 2.424
H -1.764 4.117 1.013
H -0.230 4.661 0.333
H -0.427 4.555 2.075
H 1.748 1.628 1.348
H 1.595 3.131 2.246
H 1.854 3.179 0.511

---

(5)
58
Properties=species:S:1:pos:R:3 method="wB97M-V/def2-TZVPD" total_charge=+1 lumo_ev=-3.63 homo_lumo_gap_ev=8.91 energy_ha=-1105.08786 e_homo_ev=-12.535 multiplicity=1
C 1.495 5.720 2.450
C 2.189 4.202 2.331
C 2.629 3.688 3.825
N 3.214 2.289 3.871
C 4.336 2.202 2.860
N 5.345 3.337 3.026
C 6.284 3.017 1.884
N 7.356 3.849 1.672
N 5.790 1.778 1.170
N 4.613 1.255 1.713
H 0.632 5.753 3.242
H 2.403 6.432 2.753
H 1.161 6.073 1.368
H 1.473 3.416 1.842
H 3.091 4.345 1.578
H 1.642 3.682 4.495
H 3.368 4.434 4.388
H 2.493 1.544 3.749
H 7.569 4.349 0.757
H 8.015 4.102 2.467
H 6.267 1.373 0.322
H 4.023 0.442 1.434
C 0.202 1.900 -2.635
C 0.198 0.910 -1.475
C -1.015 1.074 -0.557
C -1.018 2.469 0.046
N -1.020 3.626 0.547
H 0.260 2.935 -2.283
H 1.070 1.727 -3.280
H -0.703 1.793 -3.245
H 1.122 1.037 -0.898
H 0.208 -0.109 -1.878
H -0.978 0.333 0.249
H -1.944 0.921 -1.116
C -0.351 -3.373 -3.730
C -0.355 -4.363 -2.569
C -1.568 -4.199 -1.651
C -1.571 -2.804 -1.048
N -1.573 -1.647 -0.547
H -0.293 -2.338 -3.378
H 0.516 -3.546 -4.374
H -1.256 -3.480 -4.339
H 0.569 -4.236 -1.992
H -0.346 -5.382 -2.972
H -1.531 -4.940 -0.845
H -2.497 -4.352 -2.210
C -7.171 -4.844 -0.185
C -6.208 -3.665 -0.093
C -5.184 -3.643 -1.229
C -4.344 -4.909 -1.187
N -3.648 -5.960 -1.153
H -6.647 -5.801 -0.102
H -7.902 -4.803 0.629
H -7.718 -4.831 -1.135
H -5.691 -3.704 0.874
H -6.784 -2.733 -0.112
H -4.527 -2.773 -1.125
H -5.687 -3.575 -2.199

---

(6)
149
Properties=species:S:1:pos:R:3 method="wB97M-V/def2-TZVPD" total_charge=0 smiles="CCOS(C)(=O)=O.CCOS(C)(=O)=O.CCOS(C)(=O)=O.c1ccccc1.c1ccccc1.CCCCCC.CCCCCC.CCCCCC.CCCCCC" lumo_ev=0.30 homo_lumo_gap_ev=9.89 energy_ha=-3641.45317 e_homo_ev=-9.584 multiplicity=1
C 32.420 -13.220 31.508
C 33.005 -12.296 32.558
O 33.653 -13.028 33.621
S 35.166 -13.596 33.349
C 36.132 -12.156 33.956
O 35.326 -14.690 34.269
O 35.340 -13.765 31.935
H 31.534 -12.817 31.016
H 32.147 -14.149 32.012
H 33.154 -13.484 30.748
H 33.666 -11.535 32.136
H 32.204 -11.825 33.132
H 35.746 -11.223 33.557
H 37.144 -12.351 33.613
H 36.026 -12.172 35.036
C 28.770 -5.260 30.976
C 28.381 -5.417 32.441
O 28.693 -4.139 33.062
S 28.223 -3.960 34.613
C 27.157 -2.505 34.337
O 27.421 -5.097 35.011
O 29.366 -3.565 35.376
H 28.583 -6.213 30.478
H 29.827 -5.001 30.944
H 28.184 -4.500 30.464
H 27.319 -5.616 32.569
H 28.987 -6.198 32.897
H 27.821 -1.733 33.958
H 26.804 -2.225 35.326
H 26.416 -2.806 33.606
C 36.659 -9.398 27.711
C 35.216 -9.010 28.087
O 35.223 -8.097 29.192
S 35.554 -8.653 30.692
C 34.654 -7.468 31.670
O 35.046 -9.994 30.839
O 36.954 -8.373 30.946
H 37.124 -10.040 28.455
H 37.244 -8.490 27.580
H 36.595 -9.908 26.747
H 34.867 -8.423 27.236
H 34.549 -9.840 28.322
H 35.097 -6.480 31.577
H 34.779 -7.841 32.685
H 33.613 -7.456 31.354
C 36.315 -4.595 30.211
C 35.084 -4.686 29.574
C 34.029 -3.953 30.150
C 34.189 -3.286 31.356
C 35.451 -3.221 31.964
C 36.514 -3.869 31.390
H 37.141 -5.198 29.850
H 34.925 -5.288 28.692
H 33.027 -4.125 29.773
H 33.377 -2.740 31.817
H 35.532 -2.772 32.947
H 37.460 -4.039 31.886
C 33.003 -6.994 23.054
C 33.936 -7.818 22.433
C 35.012 -7.211 21.788
C 35.054 -5.832 21.661
C 34.047 -5.021 22.169
C 32.998 -5.622 22.861
H 32.121 -7.414 23.528
H 33.931 -8.876 22.658
H 35.789 -7.825 21.350
H 35.830 -5.307 21.115
H 34.004 -3.955 21.994
H 32.176 -5.020 23.227
C 29.905 -12.138 26.224
C 30.106 -11.326 24.951
C 31.555 -11.324 24.425
C 32.525 -10.613 25.374
C 33.996 -10.737 24.985
C 34.638 -12.098 25.264
H 30.049 -13.217 26.179
H 28.851 -12.064 26.509
H 30.438 -11.655 27.045
H 29.413 -11.706 24.198
H 29.878 -10.275 25.150
H 31.591 -10.835 23.450
H 31.932 -12.345 24.309
H 32.257 -9.549 25.444
H 32.374 -10.891 26.424
H 34.048 -10.514 23.914
H 34.545 -9.922 25.461
H 34.045 -12.666 25.983
H 34.859 -12.652 24.354
H 35.607 -11.977 25.757
C 32.590 -5.849 26.704
C 31.259 -6.513 26.392
C 30.570 -7.065 27.637
C 31.214 -8.343 28.202
C 30.792 -8.556 29.661
C 31.609 -9.621 30.356
H 33.317 -6.587 27.066
H 32.531 -5.056 27.447
H 33.039 -5.550 25.752
H 30.613 -5.787 25.897
H 31.460 -7.330 25.690
H 29.574 -7.405 27.329
H 30.544 -6.256 28.370
H 30.866 -9.172 27.584
H 32.301 -8.227 28.124
H 30.809 -7.601 30.193
H 29.737 -8.849 29.621
H 31.412 -9.906 31.389
H 31.618 -10.562 29.794
H 32.656 -9.319 30.266
C 26.586 -10.193 27.075
C 27.576 -10.138 28.261
C 27.618 -11.408 29.089
C 28.464 -11.286 30.378
C 28.345 -12.474 31.307
C 28.998 -12.187 32.652
H 25.576 -10.282 27.474
H 26.801 -11.036 26.412
H 26.701 -9.306 26.452
H 28.537 -9.846 27.823
H 27.199 -9.261 28.799
H 27.882 -12.266 28.469
H 26.587 -11.593 29.417
H 29.492 -11.136 30.043
H 28.110 -10.337 30.790
H 27.298 -12.749 31.461
H 28.838 -13.358 30.893
H 28.398 -11.554 33.312
H 29.132 -13.097 33.242
H 29.975 -11.717 32.532
C 30.684 -2.595 22.587
C 29.947 -1.607 23.516
C 30.363 -1.737 24.967
C 30.071 -3.105 25.611
C 28.640 -3.412 25.989
C 28.166 -2.639 27.211
H 30.663 -2.382 21.517
H 30.274 -3.600 22.703
H 31.758 -2.569 22.804
H 30.130 -0.621 23.082
H 28.892 -1.818 23.311
H 29.933 -0.921 25.558
H 31.435 -1.535 25.057
H 30.460 -3.830 24.888
H 30.755 -3.085 26.465
H 27.990 -3.117 25.156
H 28.528 -4.496 26.071
H 27.141 -2.945 27.432
H 28.809 -2.844 28.068
H 28.140 -1.573 26.989